[1]
{
  "formula": "C3H5NO4",
  "method": "ωB97M-V/def2-TZVPD",
  "symbols": ["C", "H", "O", "O", "O", "O", "H", "H", "N", "C", "H", "C", "H"],
  "coordinates": [[-1.997, -0.233, -0.077], [0.451, 2.444, -0.197], [0.318, 1.552, -0.608], [-3.158, 0.083, 0.440], [-0.999, 0.260, 0.725], [-1.866, -0.776, -1.123], [-3.918, -0.421, -0.126], [0.810, -1.570, 0.339], [0.314, 0.464, 0.348], [1.257, -0.538, 0.219], [3.054, 0.478, -0.049], [2.559, -0.373, 0.108], [3.175, -1.369, 0.000]],
  "e_tot_ev": -12863.6504,
  "multiplicity": 3,
  "e_lumo_ev": [0.415, -1.869],
  "total_charge": 0,
  "e_above_lowest_kj_mol": 472.7
}

***

[2]
{
  "formula": "C3H5NOP",
  "method": "ωB97M-V/def2-TZVPD",
  "symbols": ["C", "C", "C", "H", "O", "P", "H", "H", "H", "N", "H"],
  "coordinates": [[0.819, 1.046, -0.501], [0.637, 0.270, 0.795], [-0.812, -0.784, -0.733], [-1.929, -0.840, -0.973], [-1.555, -0.082, 1.458], [-0.150, 0.606, -1.868], [1.387, -0.458, 0.757], [1.728, 1.798, -0.526], [0.822, 0.866, 1.815], [-0.626, -0.485, 0.658], [-0.322, -1.937, -0.881]],
  "e_tot_ev": -16013.8829,
  "e_lumo_ev": [4.491, 4.319],
  "total_charge": -1,
  "smiles": "[O-]N1CC=PC1",
  "e_above_lowest_kj_mol": 124.9
}

***

[3]
{
  "formula": "C3H5NOS",
  "method": "ωB97M-V/def2-TZVPD",
  "symbols": ["C", "C", "S", "N", "H", "H", "C", "H", "O", "H", "H"],
  "coordinates": [[0.395, -0.399, -1.147], [0.176, -0.816, 1.169], [-0.933, 2.239, 1.589], [-0.119, 0.033, 0.119], [-0.936, 1.687, -0.709], [0.105, 0.299, -1.898], [-0.753, 1.278, 0.279], [0.071, -1.390, -1.482], [-0.261, -0.694, 2.294], [1.474, -0.519, -1.093], [0.780, -1.718, 0.879]],
  "e_tot_ev": -17563.9605,
  "e_lumo_ev": -0.206,
  "total_charge": 0,
  "smiles": "CN(C=O)C=S",
  "e_above_lowest_kj_mol": 126.1
}

***

[4]
{
  "formula": "C3H5NOS",
  "method": "ωB97M-V/def2-TZVPD",
  "symbols": ["H", "H", "N", "O", "C", "C", "S", "C", "H", "H", "H"],
  "coordinates": [[-2.229, 0.947, 0.868], [1.869, 1.841, -0.055], [0.595, -1.144, -0.535], [-0.961, 1.550, -0.605], [1.608, -0.394, -0.327], [-1.429, 0.698, 0.127], [-0.900, -0.967, 0.272], [1.804, 0.891, 0.516], [1.056, 1.014, 1.309], [2.537, -0.651, -0.814], [2.803, 0.765, 1.022]],
  "e_tot_ev": -17563.4776,
  "e_lumo_ev": 0.631,
  "total_charge": 0,
  "smiles": "C/C=N\\SC=O",
  "e_above_lowest_kj_mol": 172.7
}

***

[5]
{
  "formula": "C3H5NOS",
  "method": "ωB97M-V/def2-TZVPD",
  "symbols": ["S", "H", "H", "C", "N", "H", "C", "H", "H", "O", "C"],
  "coordinates": [[2.163, 0.423, -2.741], [-1.156, -0.669, -0.461], [-0.061, 0.954, 2.058], [1.010, -0.032, -1.574], [0.396, 0.803, -0.798], [0.564, -1.050, -1.769], [-0.427, 0.165, 1.298], [0.042, -1.223, 2.529], [-1.492, 1.327, -0.066], [-0.239, -1.081, 1.656], [-0.800, 0.383, -0.132]],
  "e_tot_ev": -17560.4479,
  "e_lumo_ev": [-1.988, -1.989],
  "total_charge": 0,
  "e_above_lowest_kj_mol": 465.0
}

***

[6]
{
  "formula": "C3H5NOS",
  "method": "ωB97M-V/def2-TZVPD",
  "symbols": ["H", "H", "H", "H", "S", "O", "C", "C", "N", "H", "C"],
  "coordinates": [[-0.243, -1.559, -0.598], [1.413, -0.263, 1.413], [-2.220, 0.667, -0.126], [-0.994, 0.396, -1.637], [2.571, -0.906, -0.212], [-0.324, 1.647, -0.097], [-1.101, 0.528, -0.564], [-0.276, -0.728, 0.055], [0.908, 1.300, 0.403], [-0.733, -0.966, 0.922], [0.999, -0.115, 0.441]],
  "e_tot_ev": -17559.8528,
  "e_lumo_ev": [-0.194, -2.022],
  "total_charge": 0,
  "e_above_lowest_kj_mol": 522.4
}

***

[7]
{
  "formula": "C3H5NOS",
  "method": "ωB97M-V/def2-TZVPD",
  "symbols": ["H", "C", "N", "H", "H", "S", "C", "H", "O", "H", "C"],
  "coordinates": [[1.184, 0.494, 1.754], [0.643, -0.201, 1.017], [0.541, 0.370, -0.364], [1.251, -1.108, 1.105], [-2.625, -0.506, 0.438], [1.475, -0.468, -1.665], [-0.836, 0.392, -0.584], [-1.088, 1.065, -1.341], [-0.702, -0.574, 1.346], [1.779, 0.701, -2.105], [-1.624, -0.165, 0.399]],
  "e_tot_ev": -17562.0567,
  "e_lumo_ev": 0.587,
  "total_charge": 0,
  "smiles": "SN1C=COC1",
  "e_above_lowest_kj_mol": 309.8
}

***

[8]
{
  "formula": "C3H5NOS",
  "method": "ωB97M-V/def2-TZVPD",
  "symbols": ["H", "O", "C", "H", "H", "S", "C", "H", "N", "H", "C"],
  "coordinates": [[2.196, -1.573, 0.444], [-0.583, 1.791, -1.347], [-1.688, 0.221, 0.231], [-0.624, 1.419, -2.217], [0.527, -1.608, 1.415], [0.500, -0.707, -0.938], [1.200, -1.116, 0.628], [0.129, 1.219, 0.603], [-2.625, -0.344, 0.602], [1.422, -0.102, 0.905], [-0.454, 0.800, -0.327]],
  "e_tot_ev": -17563.2310,
  "e_lumo_ev": 0.461,
  "total_charge": 0,
  "smiles": "CS[C@@H](O)C#N",
  "e_above_lowest_kj_mol": 196.5
}

***

[9]
{
  "formula": "C3H5NOS2",
  "method": "ωB97M-V/def2-TZVPD",
  "symbols": ["C", "N", "H", "S", "H", "C", "H", "H", "H", "C", "S", "O"],
  "coordinates": [[1.450, -0.033, -0.322], [-1.135, 1.287, 0.188], [1.235, 0.382, -1.403], [-1.076, -1.367, -0.281], [0.895, -2.200, -0.072], [-1.788, 0.210, -0.140], [-2.876, 0.376, -0.273], [2.590, -0.075, -0.321], [0.640, -1.286, 1.290], [0.648, -1.200, 0.240], [1.085, 1.525, 0.730], [-1.666, 2.380, 0.364]],
  "e_tot_ev": -28395.4096,
  "e_lumo_ev": -1.574,
  "total_charge": 0,
  "e_above_lowest_kj_mol": 465.2
}

***

[10]
{
  "formula": "C3H5NOS3",
  "method": "ωB97M-V/def2-TZVPD",
  "symbols": ["H", "S", "S", "H", "H", "N", "C", "C", "H", "C", "S", "H", "O"],
  "coordinates": [[-3.798, -0.586, 0.602], [-2.240, 0.216, -1.105], [1.469, 1.865, 0.016], [2.503, -2.190, 0.125], [2.374, -0.645, 1.106], [-0.865, 1.146, -0.797], [2.347, -1.101, 0.118], [0.361, 0.745, -0.389], [3.066, -0.681, -0.582], [-2.789, -0.096, 0.577], [0.661, -0.989, -0.524], [-0.982, 2.127, -0.667], [-2.107, 0.189, 1.520]],
  "e_tot_ev": -39234.7840,
  "e_lumo_ev": 0.361,
  "total_charge": 0,
  "smiles": "CSC(=S)NSC=O",
  "e_above_lowest_kj_mol": 45.0
}

***

[11]
{
  "formula": "C3H5NP2",
  "method": "ωB97M-V/def2-TZVPD",
  "symbols": ["H", "C", "H", "N", "H", "H", "C", "P", "C", "P", "H"],
  "coordinates": [[1.876, -0.529, 0.921], [1.249, 0.201, 1.239], [-0.288, 1.952, 3.479], [1.479, 0.750, 2.397], [-0.477, 0.540, -1.976], [-1.852, -0.253, -1.019], [0.149, 0.724, 0.520], [0.778, 2.358, 2.602], [-0.850, -0.223, -1.374], [-0.775, 1.998, 1.111], [-0.454, -1.114, -1.417]],
  "e_tot_ev": -23254.9423,
  "e_lumo_ev": -0.411,
  "total_charge": 0,
  "e_above_lowest_kj_mol": 287.7
}

***

[12]
{
  "formula": "C3H5NS",
  "method": "ωB97M-V/def2-TZVPD",
  "symbols": ["H", "H", "C", "H", "C", "S", "H", "H", "C", "N"],
  "coordinates": [[1.808, -0.659, 1.284], [0.585, -2.428, 0.110], [0.252, -1.365, -0.122], [-2.040, 0.732, 0.621], [-0.798, -0.667, -0.033], [1.816, -0.393, -0.088], [-1.886, 0.736, -1.173], [1.397, 1.671, -0.964], [-1.596, 0.343, -0.165], [1.534, 1.208, 0.015]],
  "e_tot_ev": -15512.4965,
  "e_lumo_ev": 0.620,
  "total_charge": 0,
  "e_above_lowest_kj_mol": 422.2
}

***

[13]
{
  "formula": "C3H5NS",
  "method": "ωB97M-V/def2-TZVPD",
  "symbols": ["H", "H", "N", "H", "S", "C", "C", "C", "H", "H"],
  "coordinates": [[0.137, 2.496, 0.429], [-0.186, -1.999, 1.352], [0.818, 0.568, 0.413], [-1.464, -1.697, 0.236], [-1.009, 0.829, -1.203], [-0.341, -1.641, 0.377], [0.475, 1.718, -0.344], [-0.108, -0.253, 0.001], [1.352, 2.171, -0.910], [0.327, -2.191, -0.351]],
  "e_tot_ev": -15515.6543,
  "e_lumo_ev": 0.624,
  "total_charge": 0,
  "smiles": "CC1=NCS1",
  "e_above_lowest_kj_mol": 117.5
}

***

[14]
{
  "formula": "C3H5NS",
  "method": "ωB97M-V/def2-TZVPD",
  "symbols": ["H", "H", "C", "H", "C", "H", "S", "C", "N", "H"],
  "coordinates": [[0.022, 0.899, 1.799], [1.206, -0.262, -1.970], [1.313, 0.102, -0.875], [2.166, -0.201, -0.343], [-1.666, -0.213, 0.774], [0.991, 1.178, -0.832], [-1.317, -0.989, -0.745], [-0.353, 0.121, 1.058], [0.243, -0.586, -0.123], [-2.605, -0.050, 1.256]],
  "e_tot_ev": -15514.4921,
  "e_lumo_ev": 0.809,
  "total_charge": 0,
  "e_above_lowest_kj_mol": 229.7
}

***

[15]
{
  "formula": "C3H5NS",
  "method": "ωB97M-V/def2-TZVPD",
  "symbols": ["C", "H", "H", "S", "H", "N", "H", "H", "C", "C"],
  "coordinates": [[-1.883, -0.369, 0.120], [3.454, -0.014, 0.963], [-0.418, 1.760, -0.277], [2.356, -0.548, -0.122], [-2.121, -1.582, 0.045], [1.643, 1.050, 0.070], [-2.711, 0.268, 0.128], [-0.018, -1.281, -0.523], [0.243, 1.003, -0.275], [-0.545, -0.287, -0.129]],
  "e_tot_ev": -15512.6619,
  "e_lumo_ev": -0.302,
  "total_charge": 0,
  "smiles": "C=C/C=N\\S",
  "e_above_lowest_kj_mol": 406.3
}

***

[16]
{
  "formula": "C3H5NS",
  "method": "ωB97M-V/def2-TZVPD",
  "symbols": ["H", "N", "C", "H", "H", "S", "C", "H", "H", "C"],
  "coordinates": [[-0.256, -1.345, 1.224], [-2.531, 0.327, -0.539], [1.110, 0.995, -0.004], [1.465, 1.061, 0.934], [-0.755, -2.062, -0.246], [1.128, -0.646, -0.549], [-0.441, -1.087, 0.138], [0.137, 1.429, -0.073], [1.756, 1.552, -0.728], [-1.614, -0.224, -0.159]],
  "e_tot_ev": -15516.3446,
  "e_lumo_ev": 0.728,
  "total_charge": 0,
  "smiles": "CSCC#N",
  "e_above_lowest_kj_mol": 50.9
}

***

[17]
{
  "formula": "C3H5NS2",
  "method": "ωB97M-V/def2-TZVPD",
  "symbols": ["C", "C", "S", "H", "N", "H", "H", "H", "S", "C", "H"],
  "coordinates": [[0.239, -0.381, -1.118], [0.123, -0.989, 0.238], [0.202, -1.217, -2.542], [0.335, 0.729, -1.078], [-0.889, -0.395, 1.007], [-1.769, 1.035, 2.065], [1.127, -0.834, 0.660], [-0.020, -2.091, 0.197], [0.488, 1.745, 1.652], [-0.821, 0.760, 1.571], [-1.732, -0.860, 1.210]],
  "e_tot_ev": -26351.4347,
  "e_lumo_ev": -0.552,
  "total_charge": 0,
  "smiles": "S=CCNC=S",
  "e_above_lowest_kj_mol": 125.3
}

***

[18]
{
  "formula": "C3H5NS2",
  "method": "ωB97M-V/def2-TZVPD",
  "symbols": ["C", "S", "S", "H", "H", "C", "N", "H", "C", "H", "H"],
  "coordinates": [[2.167, 0.114, 2.341], [0.073, 0.407, 0.148], [-2.134, 0.601, -1.847], [1.809, -0.101, 3.415], [-0.701, -1.277, -1.289], [1.761, -1.036, 1.425], [0.972, -1.048, 0.467], [2.199, -2.068, 1.550], [-0.949, -0.168, -1.110], [3.224, 0.192, 2.395], [1.765, 1.014, 1.909]],
  "e_tot_ev": -26351.0802,
  "e_lumo_ev": -0.035,
  "total_charge": 0,
  "smiles": "C/C=N\\SC=S",
  "e_above_lowest_kj_mol": 159.5
}

***

[19]
{
  "formula": "C3H5NS3",
  "method": "ωB97M-V/def2-TZVPD",
  "symbols": ["N", "C", "S", "S", "H", "H", "C", "H", "H", "C", "S", "H"],
  "coordinates": [[-2.486, -0.261, 0.188], [0.580, 1.107, -0.877], [1.801, 1.487, 0.306], [-1.956, 1.276, 0.651], [2.560, -0.541, 1.603], [-2.727, -0.909, 0.881], [1.961, -0.139, 0.751], [0.271, 2.007, -1.513], [-2.872, -0.418, -0.719], [1.319, -1.040, 0.034], [0.383, -0.459, -1.422], [1.166, -2.108, 0.117]],
  "e_tot_ev": -37184.8269,
  "e_lumo_ev": [-0.304, 0.347],
  "total_charge": 0,
  "e_above_lowest_kj_mol": 254.0
}

***

[20]
{
  "formula": "C3H5NS3",
  "method": "ωB97M-V/def2-TZVPD",
  "symbols": ["S", "N", "H", "H", "H", "H", "S", "H", "C", "S", "C", "C"],
  "coordinates": [[3.342, 0.462, -0.069], [0.798, -0.145, -0.236], [-0.064, 1.548, -0.339], [1.145, -0.277, -1.302], [-0.617, -1.585, 0.945], [-0.759, -1.511, -1.071], [-3.349, -0.229, 0.072], [1.661, -0.010, 1.562], [-1.878, 0.335, -0.062], [-1.463, 2.014, 0.003], [1.813, 0.164, 0.581], [-0.630, -0.765, -0.085]],
  "e_tot_ev": -37184.7458,
  "e_lumo_ev": -0.556,
  "total_charge": 0,
  "smiles": "S=CNCC(=S)S",
  "e_above_lowest_kj_mol": 261.8
}